No. 1
The following is a quantum chemistry calculation of a 7-piece molecular cluster, C40H34F16N6O3 overall at a distorted geometry, from the OMol25 dataset.

Values from the calculation:
- Total energy: -3696.735112 a.u.
- SMILES string: O=C(OCCC(F)(F)C(F)(F)C(F)(F)C(F)(F)F)OC(F)(F)C(F)(F)C(F)(F)F.c1ccncc1.c1ccncc1.c1ccncc1.c1ccncc1.c1ccncc1.c1ccncc1
- Highest occupied orbital energy: -9.017 eV
- Lowest unoccupied orbital energy: 0.489 eV
- Orbital gap: 9.51 eV
- F_max: 2.136 eV Å⁻¹

Each line ends with the Mulliken charge.
Geometry (Å):
O: 2.91543 2.33119 -0.08524  -0.436
C: 1.78980 2.18828 0.19267  0.051
O: 0.96299 1.34243 -0.39113  -0.284
C: 0.65796 0.19880 0.45053  -0.434
C: 1.87291 -0.68412 0.69905  -0.982
C: 2.06609 -1.80309 -0.32121  1.409
F: 2.91735 -1.39286 -1.31010  -0.290
F: 0.88551 -2.12904 -0.93705  -0.359
C: 2.60379 -3.15133 0.24513  0.351
F: 2.78168 -3.96981 -0.83502  -0.268
F: 1.65228 -3.70791 1.02981  -0.259
C: 3.98712 -3.14376 0.96874  0.691
F: 4.88738 -2.48954 0.20753  -0.264
F: 4.37148 -4.43621 1.06195  -0.315
C: 4.07177 -2.54448 2.41465  0.610
F: 2.95381 -2.74193 3.10959  -0.238
F: 4.32901 -1.23815 2.37010  -0.224
F: 5.07171 -3.13084 3.05896  -0.264
O: 1.16100 2.86579 1.20983  0.052
C: 1.72465 4.04692 1.65204  0.614
F: 2.01601 4.88734 0.64317  -0.276
F: 2.84511 3.83484 2.36485  -0.286
C: 0.68798 4.74552 2.57511  0.801
F: -0.30937 5.25472 1.82840  -0.247
F: 1.32506 5.75591 3.19530  -0.312
C: 0.08509 3.76709 3.63481  0.624
F: 0.86879 2.71146 3.82970  -0.240
F: -0.08564 4.38511 4.80419  -0.287
F: -1.10625 3.36926 3.18583  -0.152
H: -0.18023 -0.31738 -0.00309  0.199
H: 0.30066 0.57316 1.41625  0.157
H: 2.80704 -0.12232 0.74490  0.408
H: 1.73308 -1.13738 1.68512  0.390
C: -5.10574 0.00383 2.55338  -0.644
C: -4.54117 -1.25816 2.45276  -0.094
C: -3.19069 -1.40551 2.73475  -0.336
N: -2.39689 -0.39809 3.08856  -0.555
C: -2.95602 0.80797 3.17661  -0.314
C: -4.29585 1.06171 2.92844  -0.066
H: -6.15551 0.16107 2.34117  0.337
H: -5.13534 -2.11461 2.16231  0.485
H: -2.71524 -2.37886 2.66933  0.415
H: -2.29517 1.62124 3.44030  0.348
H: -4.68690 2.06542 3.01820  0.547
C: -3.19971 -3.80673 -2.03465  -0.530
C: -3.62018 -3.18469 -0.87034  -0.576
C: -4.13354 -1.89957 -0.95588  0.308
N: -4.24332 -1.22494 -2.10038  -0.215
C: -3.83415 -1.83627 -3.21070  -0.382
C: -3.30866 -3.11944 -3.23274  -0.412
H: -2.79325 -4.80961 -2.00905  0.405
H: -3.55121 -3.68332 0.08736  0.440
H: -4.47262 -1.38087 -0.06800  0.134
H: -3.93293 -1.26453 -4.12717  0.373
H: -2.99325 -3.56572 -4.16566  0.403
C: -4.46312 2.04472 -0.62521  -0.942
C: -4.10912 0.73759 -0.33558  0.016
C: -2.80348 0.34662 -0.58071  0.015
N: -1.86438 1.15198 -1.08132  -0.274
C: -2.22432 2.40425 -1.35368  -0.491
C: -3.50216 2.89927 -1.14461  -0.613
H: -5.47277 2.39159 -0.44756  0.400
H: -4.82231 0.03373 0.07360  0.566
H: -2.48971 -0.67046 -0.36270  0.551
H: -1.44391 3.03916 -1.76163  0.396
H: -3.73612 3.92783 -1.38382  0.460
C: 4.33011 -8.08532 -3.53302  -0.357
C: 3.89984 -6.93062 -2.90050  -0.541
C: 4.50775 -6.56444 -1.70858  0.077
N: 5.48469 -7.26558 -1.13403  -0.412
C: 5.88574 -8.37316 -1.75394  -0.251
C: 5.34601 -8.82448 -2.94915  -0.358
H: 3.88198 -8.40394 -4.46559  0.373
H: 3.10973 -6.32235 -3.31963  0.366
H: 4.20521 -5.67056 -1.18622  0.361
H: 6.68098 -8.92494 -1.26433  0.367
H: 5.71425 -9.73180 -3.40820  0.355
C: -5.22489 6.95255 1.35306  -0.337
C: -4.31146 6.08902 1.93515  -0.624
C: -4.74026 4.81935 2.29086  0.246
N: -5.98463 4.37810 2.11228  -0.332
C: -6.84867 5.22132 1.54936  -0.287
C: -6.52226 6.50966 1.15278  -0.408
H: -4.93072 7.95219 1.06001  0.402
H: -3.28724 6.38901 2.11063  0.396
H: -4.05094 4.11661 2.74626  0.169
H: -7.85548 4.84160 1.41452  0.373
H: -7.26907 7.14788 0.70105  0.385
C: 4.71715 1.87139 -2.64393  0.154
C: 4.88340 1.88018 -4.01999  -0.671
C: 6.17046 1.80099 -4.53076  -0.165
N: 7.26180 1.71897 -3.77251  -0.592
C: 7.08528 1.71225 -2.45253  -0.327
C: 5.84229 1.78447 -1.84154  -0.322
H: 3.73385 1.92830 -2.20312  0.416
H: 4.03355 1.94664 -4.68584  0.371
H: 6.34164 1.80267 -5.60205  0.354
H: 7.99025 1.64584 -1.85803  0.345
H: 5.75731 1.77391 -0.76322  0.383



No. 2
The following is a quantum chemistry calculation of C15H35AgClN2O4 as an isolated structure at a distorted geometry, from the OMol25 dataset.

Values from the calculation:
- Total energy: -1610.067210 a.u.
- Relative energy (zero: lowest compared OMol25 entry of this formula, charge and spin): 34.1 kJ/mol
- 2S+1: 2
- Highest occupied orbital energy (alpha / beta): -8.132 / -8.379 eV
- Lowest unoccupied orbital energy (alpha / beta): 0.169 / 0.157 eV
- Orbital gap (alpha / beta): 8.30 / 8.54 eV
- F_max: 2.293 eV Å⁻¹

Each line ends with the Löwdin spin population.
Geometry (Å):
Ag: -1.58862 -1.10823 0.69728  0.003
Cl: -0.79702 1.08505 2.01343  0.001
C: 2.93842 -1.83243 -1.12359  0.020
C: 2.30826 -0.46745 -1.40266  0.027
C: 3.27253 0.29910 -2.36714  0.001
C: 3.04654 0.00800 -3.85330  0.000
C: 1.57175 0.12030 -4.19107  0.005
C: 0.71210 -0.81157 -3.35615  0.026
N: 0.92872 -0.51063 -1.92957  0.419
O: 0.03016 -0.82986 -1.13397  0.463
C: 1.02124 -2.28692 -3.60486  0.021
C: -0.74774 -0.57618 -3.72017  0.001
C: 2.29602 0.36096 -0.12563  0.004
H: 3.69258 -1.70364 -0.34598  0.002
H: 3.44972 -2.21507 -2.00208  0.001
H: 2.18866 -2.53243 -0.74969  0.002
H: 4.25984 -0.11073 -2.15297  0.000
H: 3.26044 1.37614 -2.23163  0.000
H: 3.45175 -0.92748 -4.25662  0.000
H: 3.62524 0.74005 -4.42978  0.000
H: 1.29019 0.09522 -5.24519  0.000
H: 1.27497 1.15206 -3.93689  0.001
H: 0.64493 -2.54269 -4.60614  0.003
H: 0.43711 -2.93425 -2.95141  0.002
H: 2.07077 -2.54958 -3.65078  0.001
H: -1.02428 0.47575 -3.65443  0.000
H: -1.48645 -1.15887 -3.16804  -0.001
H: -0.89467 -0.92367 -4.74734  0.000
H: 1.63742 1.22617 -0.07074  0.000
H: 3.29739 0.61309 0.22287  0.000
H: 1.87575 -0.26721 0.66872  0.000
C: 0.72427 -2.24973 4.47716  0.000
C: -0.36989 -2.52031 3.46356  0.000
C: -1.66258 -1.87461 3.95125  0.000
O: -2.54496 -1.50255 2.89126  0.000
C: -3.79171 -0.97095 3.33024  0.000
N: 0.05664 -2.03849 2.11267  0.000
H: 0.50628 -2.63265 5.47548  0.000
H: 0.90390 -1.17499 4.57954  0.000
H: 1.67311 -2.65855 4.11919  0.000
H: -0.56889 -3.58495 3.33148  0.000
H: -1.52468 -0.97952 4.56159  0.000
H: -2.17779 -2.65793 4.52414  0.000
H: -3.79670 -0.74051 4.39972  0.000
H: -4.55908 -1.74387 3.21484  0.000
H: -3.97690 -0.07712 2.74244  0.000
H: 0.87644 -2.56762 1.82409  0.000
H: 0.44548 -1.11350 2.32252  0.000
C: -2.59337 4.45555 1.54828  0.000
C: -2.78794 5.73748 0.74930  0.000
O: -3.98334 5.64865 -0.03136  0.000
O: -2.63782 3.32091 0.73596  0.000
H: -3.35511 4.48329 2.34049  0.000
H: -1.59426 4.52765 2.00150  0.000
H: -1.91695 5.95557 0.12278  0.000
H: -2.89767 6.54181 1.48589  0.000
H: -4.39437 6.51561 -0.03615  0.000
H: -2.09586 2.63831 1.16769  0.000



No. 3
The following is a quantum chemistry calculation of one molecule with the formula C7H17O2PSi at a distorted geometry, from the OMol25 dataset.

Values from the calculation:
- Total energy: -1058.213761 a.u.
- Relative energy (zero: lowest compared OMol25 entry of this formula, charge and spin): 2.1 kJ/mol
- SMILES string: C=C([P@H](=O)OCC)[Si](C)(C)C
- Highest occupied orbital energy (alpha / beta): -9.348 / -9.211 eV
- Lowest unoccupied orbital energy (alpha / beta): -0.763 / -0.533 eV
- Orbital gap (alpha / beta): 8.59 / 8.68 eV
- F_max: 8.737 eV Å⁻¹

Each line ends with the Mulliken charge.
Geometry (Å):
C: 0.35528 -1.39225 -1.51557  -0.878
C: -0.14108 -0.11265 -0.47579  0.567
P: 1.04436 1.20119 -0.28560  0.402
O: 0.80236 2.36772 -1.13099  -0.675
O: 2.52816 0.65704 -0.50367  -0.255
C: 3.11850 -0.30803 0.35558  -0.197
C: 4.61982 -0.28971 0.11934  -1.293
Si: -1.94449 0.21420 -0.08267  0.193
C: -1.98132 0.99473 1.65691  -1.059
C: -2.91234 -1.42728 -0.10546  -1.108
C: -2.60765 1.41466 -1.40565  -1.030
H: 1.36875 -1.39516 -1.84634  0.362
H: -0.38054 -2.12687 -1.74823  0.289
H: 1.04014 1.47420 1.08712  -0.002
H: 2.88791 -0.06265 1.39954  0.340
H: 2.70304 -1.29885 0.14156  0.299
H: 4.83062 -0.51850 -0.92268  0.304
H: 5.01740 0.69931 0.33961  0.320
H: 5.10887 -1.02377 0.75605  0.388
H: -1.38370 1.90150 1.67676  0.348
H: -2.99040 1.25910 1.96036  0.335
H: -1.58232 0.31516 2.40517  0.338
H: -3.82523 -1.33984 0.47384  0.335
H: -3.19704 -1.69798 -1.11712  0.320
H: -2.33702 -2.24924 0.31029  0.344
H: -1.94779 2.27175 -1.49599  0.340
H: -2.64729 0.92976 -2.37748  0.316
H: -3.60502 1.77387 -1.16958  0.357



No. 4
The following is a quantum chemistry calculation of one molecule with the formula C11H17O2P at a distorted geometry, from the OMol25 dataset.

Values from the calculation:
- Total energy: -921.160292 a.u.
- Relative energy (zero: lowest compared OMol25 entry of this formula, charge and spin): 275.5 kJ/mol
- SMILES string: CC(C)(C)[P@@](=O)(CO)c1ccccc1
- Highest occupied orbital energy: -9.221 eV
- Lowest unoccupied orbital energy: 0.673 eV
- Orbital gap: 9.89 eV
- F_max: 4.191 eV Å⁻¹

Each line ends with the Mulliken charge.
Geometry (Å):
C: 1.03276 -1.35521 0.47733  -1.804
C: 1.11205 -0.56187 -0.81036  1.911
C: 1.19470 -1.45749 -2.07836  -1.466
C: 2.26414 0.38699 -0.91952  -1.745
P: -0.52356 0.34007 -0.97695  0.513
O: -0.62757 1.44792 -1.89850  -0.835
C: -1.89074 -0.90211 -1.55236  -0.493
O: -3.04319 -0.16488 -1.50058  -0.515
C: -1.02373 0.97802 0.73041  0.472
C: -1.59658 0.22047 1.75748  -0.145
C: -2.00202 0.90341 2.85488  -0.659
C: -1.79383 2.25765 3.00870  -0.402
C: -1.16570 2.97742 2.01563  -0.442
C: -0.69225 2.33780 0.89162  -0.403
H: 1.32128 -0.69983 1.33402  0.389
H: 0.07836 -1.79719 0.78438  0.285
H: 1.76903 -2.18820 0.53100  0.406
H: 0.61761 -2.41893 -1.82103  0.345
H: 2.20253 -1.78982 -2.27497  0.503
H: 0.53083 -0.96637 -2.88699  0.219
H: 2.12970 0.98378 -1.78892  0.477
H: 2.44110 1.12921 -0.03105  0.291
H: 3.22177 -0.11184 -0.93805  0.486
H: -1.45800 -1.11860 -2.59795  0.376
H: -2.02033 -1.77835 -0.89377  0.324
H: -2.93650 0.64804 -1.97754  0.346
H: -1.76412 -0.86423 1.69152  0.224
H: -2.37773 0.29576 3.64055  0.386
H: -2.26231 2.73014 3.88441  0.336
H: -1.17855 4.08976 2.10620  0.311
H: -0.01461 2.91939 0.19201  0.309